Record 1
{
  "formula": "C27H36N4O2",
  "method": "the ωB97M-V functional and the def2-TZVPD basis",
  "symbols": ["C", "C", "C", "C", "C", "C", "C", "C", "C", "O", "C", "C", "O", "N", "C", "C", "C", "C", "C", "C", "N", "C", "C", "C", "N", "C", "C", "C", "C", "C", "N", "C", "C", "H", "H", "H", "H", "H", "H", "H", "H", "H", "H", "H", "H", "H", "H", "H", "H", "H", "H", "H", "H", "H", "H", "H", "H", "H", "H", "H", "H", "H", "H", "H", "H", "H", "H", "H", "H"],
  "xyz": [[-4.270, -0.631, -4.300], [-2.840, -0.322, -4.619], [-2.457, 0.915, -5.110], [-1.127, 1.165, -5.397], [-0.140, 0.209, -5.215], [1.297, 0.548, -5.534], [1.831, -0.320, -6.674], [2.192, 0.437, -4.297], [-0.534, -1.047, -4.730], [0.459, -1.985, -4.550], [0.107, -3.258, -4.071], [-0.382, -3.271, -2.612], [-1.079, -4.171, -2.194], [0.081, -2.213, -1.913], [-0.148, -1.842, -0.581], [-0.900, -2.646, 0.286], [-1.118, -2.276, 1.597], [-0.564, -1.083, 2.030], [0.194, -0.263, 1.161], [0.406, -0.644, -0.156], [0.612, 0.851, 1.839], [0.142, 0.731, 3.049], [0.397, 1.711, 4.131], [1.686, 1.318, 4.905], [2.121, 2.176, 5.968], [1.341, 2.214, 7.184], [0.289, 3.331, 7.238], [0.959, 4.675, 6.969], [1.683, 4.623, 5.627], [2.686, 3.462, 5.624], [-0.571, -0.426, 3.238], [-1.253, -0.850, 4.428], [-1.865, -1.294, -4.433], [-4.711, -1.229, -5.098], [-4.851, 0.282, -4.198], [-4.343, -1.202, -3.376], [-3.195, 1.688, -5.264], [-0.843, 2.138, -5.773], [1.316, 1.593, -5.866], [1.201, -0.215, -7.555], [2.843, -0.015, -6.933], [1.847, -1.365, -6.380], [1.771, 1.007, -3.471], [2.300, -0.602, -3.997], [3.182, 0.832, -4.519], [-0.645, -3.746, -4.702], [1.028, -3.850, -4.120], [0.645, -1.554, -2.437], [-1.313, -3.567, -0.090], [-1.703, -2.905, 2.250], [0.984, -0.020, -0.820], [-0.454, 1.753, 4.811], [0.544, 2.685, 3.668], [2.498, 1.257, 4.174], [1.549, 0.318, 5.330], [0.868, 1.239, 7.328], [2.044, 2.371, 8.013], [-0.488, 3.160, 6.491], [-0.184, 3.330, 8.221], [0.217, 5.476, 6.971], [1.682, 4.883, 7.762], [0.953, 4.495, 4.826], [2.218, 5.557, 5.447], [3.167, 3.379, 4.648], [3.462, 3.681, 6.369], [-1.419, -1.925, 4.378], [-2.222, -0.351, 4.525], [-0.653, -0.630, 5.310], [-2.171, -2.251, -4.038]],
  "atomic_forces_ev_per_a": [[0.0, 0.0, -0.1], [0.1, 0.2, 0.0], [-0.1, -0.1, 0.0], [0.0, -0.1, 0.0], [0.1, 0.0, 0.0], [0.1, -0.2, 0.0], [0.0, 0.2, 0.0], [-0.1, 0.1, -0.1], [-0.2, 0.2, -0.1], [0.1, 0.3, -0.1], [-0.1, -0.4, 0.0], [0.2, 0.2, -0.4], [-0.1, -0.2, 0.0], [0.4, 0.3, -0.2], [-0.1, 0.0, 0.3], [-0.1, -0.2, -0.1], [0.0, 0.1, 0.2], [0.3, 0.1, -0.7], [-0.4, -0.6, 0.3], [-0.1, -0.1, 0.1], [0.3, 0.5, 0.0], [-0.1, 0.0, -0.1], [0.3, -0.1, 0.2], [-0.1, 0.0, -0.1], [0.0, 0.0, 0.1], [-0.1, 0.0, 0.1], [0.2, 0.0, 0.1], [-0.2, 0.0, -0.2], [0.2, -0.1, 0.2], [0.0, 0.1, -0.1], [0.2, 0.2, -0.1], [-0.3, 0.0, 0.2], [0.2, -0.2, 0.0], [-0.1, 0.0, 0.0], [-0.1, 0.0, 0.0], [-0.1, 0.0, 0.1], [-0.1, 0.1, 0.0], [0.1, 0.1, 0.0], [-0.1, -0.1, 0.0], [0.0, 0.0, -0.1], [0.1, 0.0, -0.1], [0.0, -0.1, 0.0], [0.0, 0.1, 0.1], [0.1, -0.1, 0.1], [0.1, 0.0, 0.0], [0.0, 0.1, 0.2], [-0.2, 0.0, 0.0], [-0.2, -0.2, 0.0], [0.0, 0.0, 0.0], [-0.1, -0.1, 0.0], [0.1, 0.1, -0.1], [0.0, 0.1, 0.0], [-0.1, 0.0, 0.0], [-0.1, -0.1, 0.0], [0.0, 0.0, -0.1], [0.1, 0.0, 0.0], [-0.1, 0.0, 0.1], [-0.1, 0.0, 0.0], [-0.1, 0.0, 0.0], [0.1, 0.0, 0.1], [0.0, 0.1, 0.1], [0.0, 0.0, -0.1], [0.0, 0.0, -0.1], [0.1, 0.0, 0.0], [0.0, 0.1, -0.1], [0.0, 0.0, 0.0], [0.0, -0.1, 0.0], [0.0, 0.0, 0.0], [0.0, -0.1, 0.0]],
  "e_above_lowest_kcal_mol": 3.9,
  "e_lumo_ha": 0.025,
  "homo_lumo_gap_ev": 8.5
}



Record 2
{
  "formula": "C25H49ClO3P2Re",
  "method": "the ωB97M-V functional and the def2-TZVPD basis",
  "symbols": ["Re", "P", "C", "C", "C", "C", "H", "C", "H", "H", "H", "H", "H", "H", "H", "C", "C", "H", "H", "H", "H", "H", "H", "C", "H", "C", "H", "H", "H", "H", "H", "H", "Cl", "H", "H", "P", "C", "C", "C", "C", "H", "C", "H", "H", "H", "H", "H", "H", "H", "C", "C", "H", "H", "H", "H", "H", "H", "C", "H", "C", "H", "H", "H", "H", "H", "H", "O", "C", "C", "C", "C", "C", "C", "C", "O", "O", "H", "H", "H", "H", "H"],
  "xyz": [[0.119, 0.722, 0.407], [-1.202, 2.422, 0.768], [-2.898, 2.341, 1.513], [-0.072, 3.473, 1.877], [-1.571, 3.406, -0.831], [-3.206, 1.027, 2.252], [-3.522, 2.375, 0.607], [-3.223, 3.562, 2.386], [-2.806, 3.472, 3.394], [-4.315, 3.598, 2.512], [-2.927, 4.511, 1.929], [-3.228, 0.162, 1.576], [-4.187, 1.071, 2.742], [-2.455, 0.832, 3.033], [-2.243, 2.676, -1.324], [-0.334, 3.583, -1.736], [-2.337, 4.705, -0.580], [-3.347, 4.522, -0.193], [-2.476, 5.194, -1.551], [-1.788, 5.402, 0.067], [0.399, 2.749, -1.655], [0.168, 4.544, -1.546], [-0.661, 3.613, -2.789], [-0.099, 2.880, 3.282], [-0.498, 4.476, 1.840], [1.326, 3.377, 1.276], [-1.101, 2.803, 3.719], [0.509, 3.482, 3.964], [0.350, 1.877, 3.201], [1.593, 2.287, 1.271], [2.042, 3.913, 1.908], [1.405, 3.795, 0.268], [0.926, -0.220, 2.421], [-1.056, -0.206, 1.165], [-1.027, 0.868, -0.806], [-0.697, -3.550, -0.734], [-1.409, -3.213, -2.358], [0.972, -4.226, -0.519], [-1.935, -3.768, 0.578], [-1.013, -1.853, -3.023], [-2.490, -3.170, -2.098], [-1.183, -4.489, -3.182], [-0.158, -4.551, -3.592], [-1.908, -4.437, -4.004], [-1.423, -5.380, -2.572], [-1.502, -0.996, -2.530], [-1.297, -1.829, -4.078], [0.072, -1.661, -2.977], [-2.783, -3.119, 0.275], [-1.551, -3.298, 2.019], [-2.391, -5.224, 0.377], [-2.948, -5.335, -0.571], [-3.105, -5.421, 1.181], [-1.561, -5.954, 0.380], [-1.056, -2.316, 2.064], [-0.918, -4.020, 2.542], [-2.471, -3.195, 2.613], [1.947, -3.595, -1.521], [0.690, -5.279, -0.749], [1.503, -3.961, 0.903], [1.522, -3.534, -2.530], [2.883, -4.147, -1.611], [2.196, -2.586, -1.177], [1.492, -2.877, 1.051], [2.519, -4.343, 1.035], [0.894, -4.440, 1.676], [3.641, -0.956, -0.079], [4.103, 0.277, -0.417], [5.270, 0.860, 0.135], [5.585, 2.166, -0.253], [4.813, 2.861, -1.179], [3.684, 2.259, -1.749], [3.347, 0.953, -1.371], [2.191, 0.167, -1.896], [2.400, -0.694, -2.747], [1.012, 0.404, -1.280], [4.255, -1.378, 0.542], [5.863, 0.282, 0.837], [6.491, 2.613, 0.178], [5.103, 3.890, -1.445], [3.097, 2.772, -2.506]],
  "atomic_forces_ev_per_a": [[-0.7, -4.3, -0.2], [-1.2, 3.4, 0.6], [-0.2, -0.3, -0.1], [-1.4, -0.1, -0.5], [0.2, -0.8, 0.7], [0.2, -0.1, 0.1], [0.0, 0.0, 0.2], [-0.5, 0.0, 0.0], [0.0, 0.1, -0.3], [0.2, 0.0, 0.0], [0.1, -0.2, 0.3], [0.2, 0.3, 0.1], [0.1, 0.2, -0.1], [-0.2, 0.0, -0.2], [0.2, 0.3, 0.2], [0.0, 0.0, -0.2], [-0.1, 0.0, -0.5], [0.4, 0.1, 0.1], [0.0, 0.1, 0.1], [-0.2, -0.2, -0.1], [-0.5, 0.6, 0.0], [0.0, -0.3, 0.1], [0.1, 0.0, 0.4], [0.3, -0.2, 0.1], [0.3, 0.3, 0.2], [0.1, -0.1, 0.1], [0.4, -0.1, -0.2], [0.0, 0.0, -0.1], [-0.3, 0.5, 0.5], [0.4, 1.0, 0.0], [0.0, -0.2, 0.0], [0.0, -0.2, 0.1], [1.1, -0.4, 0.2], [-0.2, 0.8, -0.7], [-0.4, -0.1, 0.4], [0.8, 4.9, 1.4], [-0.2, -0.3, 0.1], [-0.3, -1.3, -0.3], [-0.1, -0.3, -0.5], [0.3, -0.4, 0.3], [0.5, 0.0, -0.2], [-0.6, 0.3, -0.9], [-0.5, -0.1, 0.2], [0.4, -0.4, -0.3], [0.3, 0.4, -0.4], [0.1, -0.5, 0.0], [-0.1, -0.1, -0.1], [-0.4, -0.2, 0.0], [0.5, -0.2, 0.0], [-0.4, -0.4, -0.2], [-0.9, 0.1, 1.0], [0.4, 0.1, 0.3], [-0.1, -0.7, 0.1], [-0.4, 0.4, 0.2], [-0.1, -0.4, -0.4], [-0.1, 0.1, -0.1], [0.1, -0.2, -0.1], [-0.5, 0.0, -0.2], [1.6, 0.0, 0.4], [-0.5, -0.4, -0.1], [0.1, 0.1, 0.2], [0.0, -0.2, 0.2], [-0.2, -0.2, -0.2], [0.0, -0.1, 0.2], [0.0, 0.0, -0.2], [0.1, 0.2, -0.1], [0.6, -0.2, 0.4], [0.9, 0.5, 0.3], [-1.3, 0.1, -0.8], [0.5, -0.5, 0.4], [-0.1, 0.4, -0.1], [0.4, -0.5, 0.4], [0.1, 0.8, 0.2], [-0.1, -1.3, -0.5], [-1.1, 1.6, 1.1], [2.8, -0.7, -2.4], [-0.3, 0.1, -0.2], [0.0, 0.2, 0.0], [-0.5, 0.0, -0.3], [-0.2, -0.6, 0.0], [0.0, 0.0, 0.1]],
  "e_above_lowest_kcal_mol": 0.0,
  "spin_multiplicity": 4,
  "e_lumo_ha": [0.018, -0.033],
  "homo_lumo_gap_ev": [6.1, 4.7],
  "s2": 3.769
}